No. 1
The following is a quantum chemistry calculation of a structure of composition C35H55CdN4OP2 in a non-equilibrium geometry, from OMol25.

Last column: Löwdin charge in e.
Positions of all 98 atoms, in Å:
C1 1.6744 -2.6911 -0.7730  -0.335
C2 2.4265 -0.4926 -0.8120  -0.263
C3 2.9463 -3.1600 -1.0926  -0.028
C4 3.7692 -0.9107 -0.9070  -0.002
C5 4.0270 -2.2723 -1.0883  -0.027
H1 3.0476 -4.2158 -1.3464  0.120
H2 4.5614 -0.1637 -0.8759  0.121
H3 5.0443 -2.6181 -1.2615  0.118
N1 1.4673 -1.3952 -0.4978  0.045
P1 -0.9593 -3.1832 0.2482  1.050
P2 2.3895 2.3502 0.3110  1.193
C6 0.4982 -3.6660 -0.7924  -0.261
H4 0.1740 -3.8254 -1.8397  0.096
H5 0.8793 -4.6471 -0.4801  0.068
C7 2.0298 0.9377 -1.1480  -0.285
H6 2.7452 1.2766 -1.9080  0.070
C8 2.5902 4.0005 -0.5611  -0.712
C9 1.7727 2.6392 2.1313  -0.674
C10 -2.5560 -3.2332 -0.7863  -0.706
C11 -0.8824 -4.4852 1.6293  -0.693
C12 1.2201 4.5397 -1.0020  -0.086
H7 0.6033 4.8523 -0.1517  0.068
H8 1.3933 5.4287 -1.6216  0.089
H9 0.6458 3.8138 -1.5983  0.052
C13 3.2931 5.0467 0.3261  -0.099
H10 2.6909 5.4043 1.1660  0.059
H11 4.2544 4.6690 0.7035  0.083
H12 3.5051 5.9170 -0.3085  0.092
C14 3.5153 3.7809 -1.7728  -0.107
H13 3.5611 4.7344 -2.3161  0.094
H14 4.5323 3.5185 -1.4659  0.086
H15 3.1656 3.0263 -2.4843  0.033
C15 0.8169 3.8216 2.3228  -0.094
H16 -0.1465 3.6317 1.8253  0.076
H17 0.6229 3.9034 3.4051  0.094
H18 1.1965 4.7915 1.9924  0.054
C16 1.0172 1.4211 2.6835  -0.169
H19 -0.0084 1.3843 2.2940  0.012
H20 1.5243 0.4672 2.4971  0.057
H21 0.9299 1.5303 3.7775  0.093
C17 3.1203 2.7903 2.8685  -0.126
H22 3.6296 3.7367 2.6507  0.065
H23 2.9539 2.7236 3.9514  0.085
H24 3.7924 1.9682 2.5659  0.066
C18 -2.0415 -4.2460 2.6115  -0.082
H25 -1.9864 -5.0106 3.4009  0.102
H26 -1.9854 -3.2619 3.0921  0.048
H27 -3.0225 -4.3485 2.1276  0.071
C19 0.4722 -4.3108 2.3353  -0.085
H28 1.3128 -4.5041 1.6564  0.083
H29 0.5928 -3.3145 2.7754  0.042
H30 0.5365 -5.0507 3.1470  0.103
C20 -0.9553 -5.9151 1.0845  -0.086
H31 -0.7104 -6.6030 1.9057  0.098
H32 -1.9547 -6.1844 0.7312  0.065
H33 -0.2393 -6.0988 0.2766  0.078
C21 -2.2343 -2.7287 -2.1972  -0.102
H34 -1.6101 -3.4347 -2.7589  0.082
H35 -3.1861 -2.6190 -2.7417  0.105
H36 -1.7452 -1.7429 -2.1834  0.050
C22 -3.6071 -2.2912 -0.1549  -0.103
H37 -3.2608 -1.2468 -0.1166  0.049
H38 -4.5050 -2.3192 -0.7916  0.097
H39 -3.9007 -2.5933 0.8586  0.072
C23 -3.1244 -4.6478 -0.9062  -0.096
H40 -2.3868 -5.3544 -1.3116  0.089
H41 -3.5228 -5.0263 0.0443  0.072
H42 -3.9653 -4.6132 -1.6168  0.098
Cd1 -0.5467 -0.6640 0.7159  1.223
C24 -0.5240 -1.2166 2.9685  -0.096
O1 -0.4983 -1.2008 4.1192  0.129
N2 -0.3752 0.9364 -0.7900  -0.064
C25 0.6317 1.0598 -1.5417  -0.476
C26 0.2951 1.2381 -3.1167  -0.532
C27 1.4326 1.8243 -3.9234  -0.081
C28 0.1224 -0.1612 -3.6901  -0.052
C29 -0.9468 2.1251 -3.2692  -0.054
H43 1.6246 2.8631 -3.6627  0.070
H44 2.3455 1.2256 -3.8261  0.085
H45 1.1898 1.8016 -4.9962  0.097
H46 -0.7477 -0.6577 -3.2577  0.046
H47 -0.0016 -0.1454 -4.7807  0.094
H48 1.0115 -0.7789 -3.4805  0.089
H49 -1.3428 2.0676 -4.2921  0.090
H50 -1.7221 1.8195 -2.5659  0.057
H51 -0.7053 3.1875 -3.0846  0.077
N3 -3.9948 4.7681 -0.5684  0.180
C30 -3.8795 3.8913 0.2005  -0.157
C31 -3.6894 2.7924 1.1078  -0.194
C32 -4.5278 2.5407 2.2006  0.014
C33 -4.2620 1.4369 3.0088  -0.028
C34 -3.1855 0.6054 2.6904  -0.134
N4 -2.3918 0.8497 1.6368  -0.020
C35 -2.6223 1.9293 0.8713  -0.100
H52 -5.3703 3.2025 2.4040  0.134
H53 -4.8658 1.1946 3.8783  0.116
H54 -2.9632 -0.2798 3.2904  0.093
H55 -1.9352 2.0640 0.0270  0.074

The calculation puts the LUMO energy at -3.060 eV. Its total charge is +1. As for the energy above the lowest of the compared OMol25 structures with the same formula, charge and spin: 24.9 kcal/mol. The gap between HOMO and LUMO comes out at 6.0 eV.

No. 2
The following is a quantum chemistry calculation of the ion C7H12NO3 with charge +1 in a non-equilibrium geometry, from OMol25.

Last column: Löwdin charge in e.
Positions of all 23 atoms, in Å:
C1 0.5130 -0.0388 -0.3630  0.011
C2 1.8846 -0.5330 0.0836  -0.127
C3 4.1345 -0.0897 0.1904  -0.493
C4 -1.7794 -1.8292 -0.1329  -0.077
C5 -0.9951 1.9034 0.3196  -0.039
C6 -1.2835 -0.5269 0.5141  -0.236
C7 -0.8724 0.6219 -0.4540  -0.242
N1 5.0870 0.6656 -0.4790  0.251
O1 1.0177 -1.0857 -0.9023  0.231
O2 4.2526 -0.9005 1.0884  0.126
O3 2.9097 0.2196 -0.3633  0.107
H1 2.1710 -1.0527 0.9914  0.178
H2 -2.5897 -1.5542 -0.8509  0.094
H3 -2.1720 -2.6135 0.5943  0.106
H4 -0.9688 -2.4796 -0.6994  0.117
H5 -0.3125 2.7042 -0.0810  0.119
H6 -2.0971 2.0587 0.2757  0.119
H7 -0.6768 1.5773 1.3204  0.096
H8 -2.1376 -0.1524 1.1152  0.151
H9 -0.5436 -0.7356 1.3304  0.151
H10 -1.4485 0.6652 -1.4083  0.183
H11 5.9595 0.4420 -0.2625  0.067
H12 4.9189 1.2268 -1.2580  0.108

The calculation puts the LUMO energy at -4.648 eV. Its total charge is +1. As for the energy above the lowest of the compared OMol25 structures with the same formula, charge and spin: 58.9 kcal/mol. The gap between HOMO and LUMO comes out at 9.8 eV.

> What is the gap between HOMO and LUMO in the second record?

9.8 eV

> What is the formula in the second record?

C7H12NO3